Entry 1:
Here is a molecular structure, C41H47N2O2P2PdS2SeSi from OMol25. Energies are from the ωB97M-V functional and the def2-TZVPD basis.

Computed properties:
Orbital gap = 6.51 eV
E_HOMO = -0.158 Ha
LUMO level = 2.21 eV
2S+1 = 1
Net charge = -1

The geometry in XYZ format:
```
99
Properties=species:S:1:pos:R:3:mulliken_charge:R:1
Pd -1.04954 0.13317 -1.55753 1.21
Se 0.02814 1.85082 -2.91472 -0.63
S -3.23228 0.73594 -2.11939 -0.63
S 5.10651 -0.37725 4.25606 -0.16
P 0.95971 -0.52136 -0.55233 0.38
P -0.74105 -0.32640 1.67881 0.33
Si -0.10634 0.80993 -4.91660 0.84
O -3.48736 -1.26620 0.68745 -0.59
O -1.26677 -2.59328 -3.05778 -0.63
N 0.86189 -0.03151 1.08606 0.48
N -2.07915 -1.67702 -1.10668 1.29
C 4.94223 -0.19133 -1.53982 -0.78
C -4.71293 2.53733 -0.74222 -0.48
C 4.01136 2.02140 -1.49567 -1.13
C -3.67049 -3.34673 -0.52228 -0.50
C -0.25948 -1.98511 3.83760 -0.19
C 1.13134 -3.02854 -1.69253 -0.71
C -3.08357 -1.96945 -0.21565 -0.49
C -5.17414 3.79464 -0.37980 -0.66
C 5.10316 1.17914 -1.67252 -0.69
C 1.26395 -2.31595 -0.50551 0.59
C 0.06207 -2.34067 5.13960 -0.69
C -0.89489 2.43363 1.08349 0.34
C -3.01858 3.54300 -2.10490 -0.30
C 0.24512 -1.35452 6.10003 -0.53
C 1.68936 -5.06463 -0.54054 -0.84
C -3.63840 2.38629 -1.62453 0.38
C 2.77009 1.49222 -1.18678 -0.66
C 1.60989 -2.98534 0.66403 -0.25
C -2.77307 3.80807 1.68412 -0.39
C -2.94898 -3.78461 -1.78761 -0.65
C -0.38364 -0.64524 3.46532 0.26
C 2.88511 -0.22662 2.54856 0.36
C -1.99729 -2.63195 -2.07678 -0.22
C 1.88285 0.68315 1.84533 -1.46
C -3.33531 2.73252 2.36148 -0.95
C -2.68485 1.51085 2.39022 -0.32
C -0.22383 0.33164 4.44569 -0.32
C 0.89999 -0.77565 -4.94413 -0.67
C -4.55106 4.93744 -0.86196 -0.37
C 0.09311 -0.01924 5.75185 -0.78
C 3.69716 -0.72042 -1.22214 -0.81
C 1.34657 -4.39959 -1.70922 -0.35
C 2.60017 0.11494 -1.03916 1.56
C 0.67017 2.03918 -6.11488 -1.17
C -1.55745 3.65346 1.03728 -0.62
C 1.81837 -4.35634 0.64777 -0.78
C -1.44614 1.35584 1.76832 0.44
C -1.82905 0.39399 -5.49544 -0.99
C -3.46472 4.79819 -1.71834 -0.65
C 4.07702 -1.39011 5.33647 -0.67
C 3.81882 0.58727 3.42945 -0.98
H 0.21721 0.75330 6.50138 0.40
H 0.03881 2.31110 0.54731 -0.04
H 1.65636 2.35372 -5.76697 0.27
H -2.96310 5.67848 -2.10542 0.39
H 1.10632 -1.08267 -5.97489 0.55
H 0.49097 -1.62648 7.11932 0.41
H -0.35794 1.37623 4.18757 0.32
H 0.04472 2.92995 -6.20572 0.27
H -2.36752 -4.70136 -1.68191 0.26
H 0.32392 -1.57114 -4.46423 -0.06
H 1.36792 1.30149 2.58411 0.72
H 2.33981 -0.95390 3.15373 -0.41
H -4.74852 -3.24099 -0.64175 0.28
H 5.78561 -0.85605 -1.67854 0.42
H 2.42818 1.37216 1.19619 0.65
H 2.08206 -4.87226 1.56350 0.44
H -3.49381 -3.99484 0.33689 0.26
H -3.30214 4.75020 1.62504 0.43
H 0.15492 -3.38602 5.40845 0.42
H -2.26261 -0.37828 -4.85794 0.17
H -1.13360 4.47509 0.47313 0.34
H 6.07350 1.59189 -1.91920 0.39
H -3.15396 0.65679 2.86621 0.35
H 0.82031 -2.51670 -2.59417 0.15
H 1.22687 -4.94725 -2.63534 0.45
H 1.92323 2.15137 -1.07296 0.46
H -1.77716 0.01069 -6.52061 0.36
H 4.74701 -1.93584 5.99885 0.39
H -2.48776 1.26326 -5.46884 0.27
H 1.70928 -2.43023 1.58692 0.41
H -2.18306 3.44586 -2.78192 0.30
H 4.12248 3.09214 -1.61059 0.45
H -0.42808 -2.75449 3.09153 0.40
H -3.60620 -3.90678 -2.64876 0.25
H 1.84917 -6.13602 -0.55233 0.36
H -5.17660 1.64568 -0.33762 0.35
H -4.90416 5.92062 -0.57331 0.39
H -4.30434 2.83692 2.83388 0.36
H 3.46878 -0.77887 1.80666 0.33
H 1.85032 -0.65450 -4.41961 0.14
H 3.58687 -1.79435 -1.12122 0.42
H 3.25202 1.13029 4.19090 0.33
H 4.35792 1.32670 2.83219 0.43
H -6.01417 3.87882 0.30125 0.35
H 3.47749 -2.10376 4.77376 0.14
H 3.41696 -0.76218 5.93537 0.18
H 0.78189 1.59315 -7.10775 0.33
```

Entry 2:
Here is 2 unconnected molecules or ions with the total composition C5H11NO from OMol25. Energies are from the ωB97M-V functional and the def2-TZVPD basis.

Computed properties:
Orbital gap = 10.52 eV
SMILES string = CCN1C[C@H]1C=O.[H][H]
E_HOMO = -0.348 Ha
LUMO level = 1.05 eV
2S+1 = 1
Net charge = 0

The geometry in XYZ format:
```
18
Properties=species:S:1:pos:R:3:nbo_charge:R:1
O -1.42793 0.59089 -1.90547 -0.52
N 0.02641 0.21161 0.63968 -0.38
C -0.59417 -0.94765 1.24218 -0.23
C -0.45959 -0.81295 -0.23746 -0.21
C 1.47222 0.35754 0.69253 -0.21
C -1.47734 -0.44252 -1.28355 0.44
C 1.93110 1.08942 -0.55993 -0.61
H -2.24341 -1.21416 -1.50741 0.12
H 1.73061 0.92528 1.59351 0.20
H -3.04465 0.22456 0.40423 -0.03
H 0.05461 -1.69594 1.70459 0.19
H 3.01219 1.25577 -0.54993 0.21
H 1.41807 2.05205 -0.64038 0.22
H 1.97104 -0.62730 0.76784 0.16
H -2.79452 0.79399 -0.00003 0.04
H -1.53050 -0.77526 1.76892 0.21
H 1.67728 0.51039 -1.45525 0.21
H 0.27859 -1.49573 -0.67409 0.21
```

Entry 3:
Here is a molecular structure, C25H26F6HgN8O4S2Si in a non-equilibrium geometry from OMol25. Energies are from the ωB97M-V functional and the def2-TZVPD basis.

Computed properties:
Orbital gap (alpha / beta) = 5.56 / 5.61 eV
E_HOMO (alpha / beta) = -0.119 / -0.138 Ha
LUMO level (alpha / beta) = 2.32 / 1.86 eV
2S+1 = 2
Expectation value of S² = 0.804
Net charge = -1

The geometry in XYZ format:
```
73
Properties=species:S:1:pos:R:3:mulliken_spin:R:1
Hg 0.23040 0.00780 0.44080 0.01
S 0.06590 -0.79240 -2.52560 0.00
S -0.12810 -3.09100 -1.11140 0.00
Si 0.22010 3.57150 0.42600 0.00
F 1.86190 -0.88460 -4.53610 0.00
F 1.98420 -4.77910 -1.24790 0.00
F 0.29820 -2.34330 -4.73760 0.00
F 2.10300 -3.13350 -2.62300 0.00
F -0.08030 -0.28910 -5.21920 0.00
F 0.75000 -4.76040 -3.00850 0.00
O 1.34170 -0.64600 -1.89590 0.00
O -1.06580 -4.12400 -0.81650 0.00
O -0.81040 0.33170 -2.55210 0.00
O 0.53260 -2.45000 -0.01870 0.00
N 3.61800 -0.05840 -0.02140 0.01
N -4.41650 -1.23890 -0.01950 0.04
N -2.31610 -0.50880 0.66160 -0.02
N 2.04610 -0.00560 1.74650 0.27
N -1.78880 -0.38690 2.95310 -0.18
N -0.70320 -2.12320 -2.20770 0.00
N -0.54130 -0.16710 2.55980 0.17
N 1.10040 2.10300 0.27950 0.00
C 0.86190 4.62340 1.89900 0.00
C 4.85290 -0.14600 -2.09980 0.00
C 1.25820 -3.98920 -2.04180 0.00
C 0.55610 -1.08710 -4.35630 0.00
C -4.91810 -1.27000 1.27690 0.04
C 4.24000 1.26190 1.86920 0.00
C -4.04440 -0.94060 2.33400 -0.01
C 3.05320 0.71870 1.05950 -0.11
C 2.56700 1.37960 3.66930 -0.06
C -5.88290 -1.28440 3.87010 -0.03
C -6.72200 -1.61770 2.82190 0.05
C 2.42420 2.03910 0.51700 0.02
C 4.72470 2.33080 0.87300 0.01
C -3.14380 -0.81350 -0.26150 0.05
C -2.67120 -0.60520 2.00310 0.21
C -4.55870 -0.94950 3.63250 0.06
C -1.56720 3.06790 0.85030 0.00
C 0.24780 4.61900 -1.18270 0.00
C 3.75440 1.76470 3.18760 0.11
C 3.41700 2.94570 0.43030 0.01
C 1.67760 0.51220 2.92710 0.11
C 4.59590 0.53070 -0.78920 0.01
C -6.23830 -1.61080 1.51730 -0.02
C 0.37180 0.28290 3.40260 0.20
C 5.24540 1.62510 -0.35600 0.00
H -2.27690 3.87880 0.72630 0.00
H 1.94250 4.69760 1.86870 0.00
H 0.45680 5.63010 1.92520 0.00
H -1.87890 2.24500 0.21030 0.00
H 4.41560 2.40420 3.76030 0.00
H 3.35200 3.90340 -0.05640 0.01
H -6.26810 -1.27840 4.88090 0.00
H 0.60370 4.13810 2.83460 0.00
H 5.10940 -1.19460 -1.96000 0.00
H -6.89060 -1.86380 0.69000 0.00
H -0.38970 5.49730 -1.13430 0.00
H -5.01540 -1.51120 -0.78260 0.00
H 5.00690 0.49240 2.02370 0.01
H -0.09340 4.00680 -2.01160 0.00
H 6.04100 2.07160 -0.92890 0.00
H 2.21540 1.72400 4.63250 -0.01
H -3.89740 -0.69950 4.44470 0.00
H 5.65220 0.35470 -2.64010 0.00
H 2.96090 -0.64550 -0.51540 0.01
H 0.09090 0.57080 4.41470 0.01
H -1.62860 2.72580 1.87860 0.00
H 1.25340 4.95290 -1.41960 0.00
H -2.83770 -0.73410 -1.29630 0.00
H 5.43770 3.04090 1.29920 0.00
H -7.75220 -1.88790 3.00470 0.01
H 3.93870 -0.10930 -2.69290 0.00
```

Entry 4:
Here is a molecular structure, C5H8NO2 in a non-equilibrium geometry from OMol25. Energies are from the ωB97M-V functional and the def2-TZVPD basis.

Computed properties:
Orbital gap = 7.22 eV
E_HOMO = -0.112 Ha
LUMO level = 4.18 eV
2S+1 = 1
Net charge = -1

The geometry in XYZ format:
```
16
Properties=species:S:1:pos:R:3:nbo_charge:R:1
O 1.36623 0.81294 0.80805 -0.64
O 0.27311 -1.09282 -2.69721 -0.58
N 0.17391 0.45992 0.51770 0.03
C 0.12850 0.75507 -1.59563 -0.07
C -0.28898 0.24854 2.93925 -0.67
C -0.64217 0.12719 1.49448 -0.13
C 1.21244 -0.23402 -2.02181 -0.19
C -0.81546 -0.31035 -2.18569 -0.19
H 0.03457 -0.70721 3.36231 0.19
H 1.96427 0.17720 -2.70854 0.16
H -1.42446 -0.87711 -1.47063 0.17
H 1.72908 -0.74946 -1.20676 0.20
H -1.14880 0.60781 3.50817 0.19
H 0.53827 0.95172 3.03621 0.24
H -1.47476 0.05269 -2.99164 0.15
H -1.62577 -0.22213 1.21174 0.15
```

Entry 5:
Here is a molecular structure, C13H29N3Si2 in a non-equilibrium geometry from OMol25. Energies are from the ωB97M-V functional and the def2-TZVPD basis.

Computed properties:
Orbital gap = 3.34 eV
E_HOMO = -0.209 Ha
LUMO level = -2.34 eV
2S+1 = 1
Net charge = 0

The geometry in XYZ format:
```
47
Properties=species:S:1:pos:R:3:nbo_charge:R:1
Si -4.00405 1.01732 0.01936 1.82
Si -1.05357 0.62442 0.18238 1.82
N 3.69355 -1.19973 1.76511 -0.59
N -2.41229 1.37858 -0.49540 -1.72
N 2.83209 -1.29147 -1.28849 -0.47
C 3.29564 0.49012 -2.95758 -0.25
C 2.33536 -1.76444 2.04567 -0.43
C 4.36008 -1.89943 0.61332 -0.27
C -4.48034 -0.78362 -0.27294 -1.13
C -5.21823 2.06612 -0.98013 -1.11
C 0.50059 1.30092 -0.66013 -1.11
C 2.45268 -0.55600 -2.38444 0.13
C 4.96308 0.00034 -1.09343 -0.26
C 4.03803 -1.02795 -0.66487 0.26
C -1.03440 -1.24661 -0.08727 -1.13
C 4.57687 0.78543 -2.30242 -0.08
C -4.30150 1.42883 1.83427 -1.13
C -0.85829 0.96819 2.02552 -1.13
H -6.24778 1.85602 -0.67058 0.21
H 5.23981 1.60061 -2.69307 0.25
H 1.39469 0.82509 -0.23485 0.16
H -5.13047 1.84699 -2.04689 0.22
H -4.22890 -1.09200 -1.29026 0.22
H 2.19250 -2.00801 -0.93607 0.46
H -3.80187 0.72013 2.49812 0.21
H -3.94831 2.43600 2.06722 0.23
H -5.55984 -0.91738 -0.13832 0.22
H 1.45019 -0.80297 -2.82195 0.27
H 2.89696 1.01768 -3.84981 0.27
H -3.98267 -1.45453 0.43128 0.21
H 5.45439 -1.90921 0.85031 0.23
H -5.02639 3.13076 -0.82548 0.23
H -1.23396 -1.49023 -1.13404 0.23
H 1.83501 -2.23621 1.15711 0.15
H 2.43390 -2.51438 2.87133 0.21
H -0.95968 2.03490 2.23263 0.24
H 0.47500 1.09294 -1.73417 0.20
H 0.13342 0.64984 2.37219 0.18
H -5.37231 1.38646 2.06231 0.22
H 5.92428 0.23684 -0.59143 0.27
H -1.59592 0.42429 2.61831 0.23
H 4.00838 -2.95465 0.48425 0.22
H 0.58461 2.38005 -0.51570 0.24
H 1.69569 -0.89683 2.38000 0.23
H -1.77121 -1.75300 0.53656 0.24
H -0.04819 -1.66088 0.17464 0.16
H 3.50338 -0.23935 1.44782 0.36
```

Entry 6:
Here is a molecular structure, C17H54O11 in a non-equilibrium geometry from OMol25. Energies are from the ωB97M-V functional and the def2-TZVPD basis.

Computed properties:
Orbital gap = 7.46 eV
E_HOMO = -0.268 Ha
LUMO level = 0.18 eV
2S+1 = 1
Net charge = 0

The geometry in XYZ format:
```
82
Properties=species:S:1:pos:R:3:mulliken_charge:R:1
O -1.02484 -0.20650 -0.04184 0.46
O 1.18406 1.66595 2.45300 -0.48
O 0.19429 -2.18465 3.67657 -0.64
O -1.94003 -3.84182 1.75896 -0.56
O -1.78400 1.81774 -0.09436 -0.66
O 2.85822 -3.28313 -2.90202 -0.55
O 0.35529 1.67191 -3.41460 -0.55
O -1.93330 -2.41611 -1.47433 -0.83
O -0.46312 -1.16693 -1.64493 -0.41
O -4.45159 1.65947 -1.63952 -0.59
O 2.69964 4.52144 0.75347 -0.62
C -2.27669 2.14479 1.18770 -0.60
C 0.69460 -2.10058 1.36287 -0.35
C 0.32628 0.28508 0.21612 1.33
C 2.35575 3.32556 1.44157 -0.11
C 2.13945 0.98914 3.22191 -0.10
C -2.09192 -3.84377 0.33377 -1.50
C 3.50570 0.77527 2.46545 -1.29
C 2.01127 -1.59922 -1.34541 0.28
C 1.27188 2.70490 -3.45544 -0.83
C -0.86800 -0.54767 -2.87357 -2.10
C -4.46007 0.52712 -0.82964 -0.95
C -2.01747 0.94299 2.06491 -0.80
C 3.22817 -2.40298 -1.87979 -1.10
C 0.70793 1.43991 -0.75078 -2.48
C -3.25001 -0.27420 -1.15935 -0.07
C 0.86357 -1.38989 2.68736 -0.40
C -1.24618 -2.69154 -0.29528 -0.05
H -2.32874 0.29947 -1.05802 0.26
H -5.26255 2.14978 -1.48607 0.34
H 1.82306 -0.00147 3.54854 0.12
H -0.80669 -1.23026 -3.72116 0.44
H 2.43718 -1.03012 -0.51908 -0.19
H -0.33366 0.37297 -3.10812 0.78
H 3.74346 -3.00397 -1.13054 0.40
H 3.41694 0.36677 1.45879 0.10
H 2.19320 2.43180 -3.96992 0.34
H -0.71581 -0.66580 -0.86608 2.15
H 0.44574 -0.38815 2.58721 0.15
H 0.61495 -3.01724 3.90337 0.40
H -1.91294 -0.26189 -2.75305 0.59
H -1.12520 -1.83526 0.36822 0.12
H 1.09147 -1.62692 0.46496 -0.12
H -1.79081 -4.78109 -0.13404 0.45
H -3.26104 -0.59706 -2.20038 1.04
H 1.25067 -2.25482 -0.92141 0.52
H -1.83914 3.08301 1.52886 0.43
H 0.66894 1.17821 -1.80818 -0.71
H -3.13837 -3.72255 0.05384 0.34
H -2.57137 0.11028 1.63146 0.04
H -2.16204 2.45425 -0.70554 0.44
H 2.72004 -2.80099 -3.72058 0.30
H -3.35599 2.27414 1.10715 0.30
H 1.03775 -0.49957 -0.04125 -1.51
H -4.47869 0.77440 0.23177 0.24
H -5.30006 -0.08291 -1.16190 0.51
H 1.20531 -3.06331 1.38378 0.83
H -2.53303 -3.17873 2.11986 0.31
H 3.19311 4.30297 -0.04048 0.32
H -2.47022 1.16250 3.03183 0.58
H 1.97770 2.61203 0.70940 -0.20
H 0.11581 1.47512 -4.32318 0.37
H 0.74509 2.32914 2.99067 0.43
H 1.72575 1.82518 -0.68991 1.26
H 4.03479 1.72825 2.46665 0.41
H 0.80584 3.61649 -3.82948 0.31
H -0.32483 -2.44928 1.19780 0.57
H -1.63890 0.51421 0.11666 -1.38
H 3.93452 -1.66173 -2.25358 0.40
H 4.08691 0.05042 3.03542 0.52
H -0.24506 -3.08164 -0.47880 1.21
H 1.69437 -0.81105 -2.02839 0.33
H 2.28114 1.39504 4.22355 0.53
H 3.29669 2.97754 1.86772 0.28
H -1.40576 -1.74160 -1.90831 0.62
H -3.21871 -1.13413 -0.49028 0.00
H 1.69559 2.95330 -2.48237 0.21
H -0.94214 0.83483 2.20662 0.42
H 1.62869 3.44672 2.24457 0.23
H 0.60972 0.51707 1.24273 -1.26
H 1.92374 -1.21210 2.86767 0.34
H 0.17469 2.37543 -0.58179 0.66
```

Entry 7:
Here is a molecular structure, C3HIrO3 in a non-equilibrium geometry from OMol25. Energies are from the ωB97M-V functional and the def2-TZVPD basis.

Computed properties:
Orbital gap (alpha / beta) = 8.20 / 6.09 eV
E_HOMO (alpha / beta) = -0.728 / -0.724 Ha
LUMO level (alpha / beta) = -11.61 / -13.60 eV
2S+1 = 5
Expectation value of S² = 6.037
Net charge = +2

The geometry in XYZ format:
```
8
Properties=species:S:1:pos:R:3:nbo_charge:R:1
Ir 3.46306 -1.06184 0.03284 1.44
O -2.61395 1.02333 0.53322 -0.49
O 0.68622 -1.28267 0.16981 -0.36
O 2.22265 0.18915 -0.18297 -0.56
C -0.51426 -0.25976 0.08802 0.13
C 1.22429 -0.39983 -0.69312 0.71
C -1.56294 0.29531 0.31112 0.57
H -2.90506 1.49633 -0.25893 0.57
```

Entry 8:
Here is a molecular structure, C4H9NO3 in a non-equilibrium geometry from OMol25. Energies are from the ωB97M-V functional and the def2-TZVPD basis.

Computed properties:
Orbital gap = 9.00 eV
E_HOMO = -0.338 Ha
LUMO level = -0.20 eV
2S+1 = 1
Net charge = 0

The geometry in XYZ format:
```
17
Properties=species:S:1:pos:R:3:nbo_charge:R:1
O 0.50099 -1.29469 -0.71633 -0.45
O -0.99700 0.35667 0.05478 -0.62
O 1.08557 1.68205 -0.01788 -0.80
N 1.40077 -1.27161 0.57084 -0.15
C 2.29013 -0.44284 0.38349 0.08
C -0.82418 -1.09280 -0.15459 0.19
C 2.18768 0.84517 -0.47967 -0.11
C -2.56591 0.49018 0.12930 -0.38
H 2.03735 0.33776 -1.44881 0.19
H -1.12080 -1.91383 0.68926 0.20
H 3.03427 1.27099 -0.18258 0.18
H 0.05646 1.13163 0.30008 0.52
H -3.04182 -0.67987 -0.51998 0.26
H -1.35785 -1.55113 -1.02648 0.18
H 3.08033 -0.44490 1.29399 0.19
H -2.93667 1.84604 -0.52388 0.26
H -2.82930 0.73118 1.64845 0.25
```

Number 1: E -6148.70093 Ha. Number 2: E -327.00246 Ha. Number 3: E -3545.79970 Ha. Number 4: E -400.35524 Ha. Number 5: E -1255.92687 Ha. Number 6: E -1506.93362 Ha. Number 7: E -443.74808 Ha. Number 8: E -437.88448 Ha.